[1]
The following is a quantum chemistry calculation of a cluster of 2 separate species, C4H12N2 in total, from the Open Molecules 2025 dataset.

Atoms and positions in Å:
C  0.8975  1.0548  -2.3931
C  0.7126  1.5663  -1.1795
N  -0.1328  2.6097  -0.8708
H  0.3878  1.4699  -3.2551
H  1.6166  0.2654  -2.5380
H  1.1763  1.1294  -0.2993
H  -0.7811  2.8779  -1.5929
H  -0.4347  2.6258  0.0868
C  -1.3293  -1.3572  0.4827
N  -0.5326  -0.8049  1.5624
C  0.7668  -1.4223  1.7084
H  -1.0975  -0.8640  -0.4586
H  -1.2389  -2.4467  0.3726
H  -2.3927  -1.1748  0.6565
H  -1.0251  -0.7938  2.4420
H  0.7335  -2.5021  1.9157
H  1.3102  -0.9784  2.5442
H  1.3636  -1.2551  0.8161

The structure (SMILES) is C=CN.CNC. The electronic energy comes out at -269.06786 a.u.

[2]
The following is a quantum chemistry calculation of the molecule C4H4N2O2, from the Open Molecules 2025 dataset.

Atoms and positions in Å:
N  2.0137  -1.0832  -0.2025
C  0.8793  -0.3106  0.0138
N  0.9565  1.0349  -0.0464
C  -0.4133  1.5221  0.1059
C  -1.5991  0.8857  -0.0338
C  -1.4461  -0.6164  -0.1473
O  -2.4083  -1.4148  -0.0885
O  -0.1754  -1.1151  0.3452
H  3.1091  -0.7536  -0.2242
H  1.7545  -2.0573  0.3538
H  -0.1114  2.6301  0.1692
H  -2.5594  1.2782  -0.2452

The structure (SMILES) is Nc1nccc(=O)o1. The electronic energy comes out at -414.74767 a.u.

[3]
The following is a quantum chemistry calculation of a cluster of 2 separate species, C6H12N2 in total, from the Open Molecules 2025 dataset.

Atoms and positions in Å:
C  -2.4462  -0.3067  1.1063
C  -1.3410  0.2438  0.3372
C  -0.3796  0.9809  0.9716
N  0.5300  1.3939  -0.0177
C  -0.1492  1.0354  -1.2791
N  -1.1739  0.2431  -1.0482
H  -3.1478  0.5294  1.2842
H  -2.0966  -0.7407  2.0099
H  -2.9947  -1.0561  0.5921
H  -0.1834  1.4540  1.8771
H  1.4541  1.4316  0.1387
H  0.0499  1.5372  -2.2294
C  1.6628  -1.4254  -0.7758
C  2.4819  -1.5143  0.4877
H  1.5115  -2.3734  -1.3882
H  0.7167  -0.9796  -0.8793
H  2.1044  -0.8320  -1.5597
H  3.2781  -0.7342  0.6037
H  3.0622  -2.4131  0.6155
H  1.7814  -1.3639  1.3089

The structure (SMILES) is Cc1c[nH]cn1.CC. The electronic energy comes out at -345.25755 a.u.

Respective max |F| values: 0.583 5.624 7.639 eV Å⁻¹.